Entry 1:
The following is a quantum chemistry calculation of C28H27IrN6O6 as an isolated structure, from the OMol25 dataset.

Cartesian coordinates (Å):
Ir 0.6726 0.7321 -0.9416
O 2.5499 0.9771 -1.8322
C 3.5834 1.6628 -1.3859
C 4.8788 1.2190 -1.7071
C 5.9879 1.9186 -1.2931
C 5.8578 3.0959 -0.5529
C 4.5993 3.5473 -0.2357
C 3.4472 2.8497 -0.6295
C 2.1711 3.3957 -0.2528
N 1.0363 2.8227 -0.4206
N -0.0813 3.5238 0.0079
C -1.0118 2.7107 0.4315
O -0.8651 1.4361 0.5090
C -2.3012 3.3017 0.8701
C -2.4433 4.6804 1.0040
C -3.6546 5.2158 1.4053
C -4.7313 4.3819 1.6712
C -4.5940 3.0079 1.5355
C -3.3820 2.4675 1.1379
H 4.9718 0.3163 -2.2945
H 6.9744 1.5560 -1.5500
H 6.7356 3.6435 -0.2429
H 4.4738 4.4589 0.3344
H 2.1493 4.3758 0.2245
H -1.5987 5.3186 0.7881
H -3.7615 6.2873 1.5097
H -5.6779 4.8039 1.9811
H -5.4338 2.3568 1.7362
H -3.2605 1.3999 1.0213
C 3.2300 -4.1132 -0.6866
C 2.7875 -3.0556 -1.6796
N 2.6368 -1.8028 -0.9732
C 2.0728 -1.7077 0.2516
N 1.6250 -0.5274 0.6212
C 1.0849 -0.3486 1.9684
C 1.6210 -1.3920 2.9328
C 1.3895 -2.7599 2.3233
N 2.0452 -2.8192 1.0298
C 2.2405 -4.1453 0.4644
H 4.2246 -3.8661 -0.3124
H 3.2763 -5.0934 -1.1595
H 1.8452 -3.3485 -2.1586
H 3.5310 -2.9142 -2.4642
H 2.6691 -0.9336 -1.4905
H -0.0052 -0.4014 1.9330
H 1.3304 0.6619 2.2973
H 1.1157 -1.3141 3.8954
H 2.6912 -1.2482 3.0992
H 0.3147 -2.9616 2.2204
H 1.8166 -3.5522 2.9417
H 1.2770 -4.5473 0.1234
H 2.5990 -4.7943 1.2666
O -1.5699 0.5881 -2.1292
C -1.5631 -0.5476 -1.6422
O -0.4835 -1.1001 -1.2097
C -2.8452 -1.2925 -1.4427
C -3.0314 -2.0373 -0.2845
C -4.2424 -2.6637 -0.0481
C -5.2363 -2.5469 -1.0034
C -5.0758 -1.8217 -2.1728
C -3.8668 -1.1787 -2.3816
N -6.5258 -3.2190 -0.7562
O -6.6339 -3.8668 0.2655
O -7.3865 -3.1169 -1.6052
H -2.2259 -2.1129 0.4317
H -4.4261 -3.2330 0.8500
H -5.8859 -1.7575 -2.8828
H -3.7125 -0.5726 -3.2619

Electronic energy = -53534.504 eV
Multiplicity = 5

Here are the natural (NBO) charges for atoms 1 to 4, given in e: atom 1 (Ir): 1.69, atom 2 (O): -0.78, atom 3 (C): 0.45, atom 4 (C): -0.30


Entry 2:
The following is a quantum chemistry calculation of C28H27N4O8PtSTe as an isolated structure, from the OMol25 dataset.

Cartesian coordinates (Å):
Pt 1.5445 1.4035 1.7014
O -1.0601 -1.5627 2.7900
C -0.6417 -0.4440 2.5294
O 0.6148 -0.2907 2.1820
C -1.5645 0.7423 2.5414
C -2.9284 0.4615 2.5288
C -3.8957 1.4757 2.5263
C -3.4599 2.8104 2.5902
C -2.1084 3.0558 2.6443
C -1.1108 2.0728 2.5816
O 0.1614 2.4790 2.5551
N -1.6905 4.4592 2.7867
O -1.9847 5.2348 1.8907
O -1.0696 4.7719 3.7802
N -5.2509 1.1895 2.4734
O -6.0822 2.1679 2.4863
O -5.6242 -0.0323 2.4060
H -3.2511 -0.5679 2.5118
H -4.1867 3.6082 2.6083
S 3.7946 5.1944 -0.0753
C 3.0527 3.9557 0.6804
N 2.5270 3.0732 1.2281
C 4.8010 0.9761 2.2954
C 4.2472 0.3193 1.0479
O 4.9908 -0.2094 0.2256
N 2.8871 0.3176 0.9105
Te 2.2005 -1.1642 -0.8789
C 0.9755 -2.8659 -1.4034
C 0.5009 -3.0140 -2.7078
C 0.7505 -1.9824 -3.7755
C -0.2610 -4.1391 -3.0191
C -0.5526 -5.1063 -2.0698
C -1.4130 -6.2940 -2.4096
C -0.0510 -4.9428 -0.7843
C 0.7110 -3.8358 -0.4296
C 1.1776 -3.6826 0.9931
C 0.7865 0.3613 -1.2720
C 1.3349 1.5703 -1.7234
C 2.7819 1.7211 -2.1118
C 0.5253 2.7009 -1.7577
C -0.8007 2.6624 -1.3546
C -1.6417 3.9058 -1.3080
C -1.3306 1.4404 -0.9588
C -0.5693 0.2781 -0.9108
C -1.2607 -0.9841 -0.4754
H 5.8650 0.7601 2.3671
H 4.2722 0.6162 3.1778
H 4.6405 2.0529 2.2368
H 1.8032 -1.6931 -3.8145
H 0.1809 -1.0709 -3.5795
H 0.4614 -2.3657 -4.7546
H -0.6401 -4.2530 -4.0303
H -1.5404 -6.3928 -3.4881
H -2.4048 -6.1934 -1.9635
H -0.9767 -7.2198 -2.0304
H -0.2731 -5.6885 -0.0273
H 0.9728 -4.5905 1.5611
H 0.6657 -2.8546 1.4941
H 2.2505 -3.4830 1.0468
H 3.1128 0.9196 -2.7758
H 3.4300 1.7040 -1.2325
H 2.9402 2.6775 -2.6086
H 0.9656 3.6441 -2.0642
H -1.1455 4.7355 -1.8119
H -1.8291 4.2022 -0.2743
H -2.6142 3.7408 -1.7757
H -2.3657 1.3905 -0.6353
H -2.1985 -0.7402 0.0222
H -0.6638 -1.5640 0.2234
H -1.4844 -1.6248 -1.3321

Energy above the lowest of the compared OMol25 structures with the same formula, charge and spin = 2.85 kcal per mole
Charge = -2
Electronic energy = -73185.827 eV
Multiplicity = 4

Here are the natural (NBO) charges for atoms 1 to 4, given in e: atom 1 (Pt): 1.18, atom 2 (O): -0.67, atom 3 (C): 0.79, atom 4 (O): -0.76


Which value of multiplicity does entry 2 give?
4


The lowest multiplicity belongs to which entry?
C28H27N4O8PtSTe


Which of these has the highest multiplicity?
C28H27IrN6O6


Which formula does entry 2 have?
C28H27N4O8PtSTe